No. 1
A molecular structure, C4H9NO, computed with ωB97M-V/def2-TZVPD.

Total charge: 0
Total energy, eV: -7827.058
HOMO level, eV: -7.82

Geometry as XYZ:
```
15
C4H9NO, DFT ωB97M-V/def2-TZVPD
C 0.768 -1.699 -0.601
N -0.200 -0.751 -0.108
C 0.034 0.063 1.101
C -0.181 1.401 0.354
O -1.257 2.197 0.798
C -0.443 0.647 -0.939
H 0.803 -2.590 0.036
H 0.484 -2.003 -1.613
H 1.766 -1.237 -0.645
H 1.060 -0.091 1.452
H -0.668 -0.144 1.915
H 0.709 2.041 0.379
H -1.996 1.944 0.226
H -1.174 -0.494 -0.609
H 0.293 0.717 -1.744
```

For each atom in turn, the Löwdin charge in e is:
1 C -0.08
2 N -0.22
3 C -0.09
4 C -0.41
5 O -0.06
6 C -0.06
7 H 0.09
8 H 0.09
9 H 0.09
10 H 0.12
11 H 0.12
12 H 0.13
13 H 0.08
14 H 0.13
15 H 0.06



No. 2
A single C4H9NO molecule, computed with ωB97M-V/def2-TZVPD.

Total charge: 0
Total energy, eV: -7829.333
HOMO level, eV: -7.56

Geometry as XYZ:
```
15
C4H9NO, DFT ωB97M-V/def2-TZVPD
C -0.865 -0.994 1.218
C -0.352 -0.261 -0.021
C -1.132 1.008 -0.313
C 1.085 -0.191 -0.106
N 1.896 0.857 0.033
O 1.561 -1.336 -0.483
H -0.920 -0.338 2.105
H -0.234 -1.850 1.477
H -1.878 -1.375 1.039
H -0.736 1.545 -1.182
H -2.178 0.765 -0.535
H -1.157 1.716 0.538
H 1.557 1.717 0.433
H 2.860 0.797 -0.260
H 0.377 -1.474 -0.697
```

For each atom in turn, the Löwdin charge in e is:
1 C -0.10
2 C -0.38
3 C -0.11
4 C -0.51
5 N 0.21
6 O 0.02
7 H 0.07
8 H 0.07
9 H 0.07
10 H 0.07
11 H 0.07
12 H 0.07
13 H 0.12
14 H 0.12
15 H 0.20



No. 3
A molecular structure, C4H9NO, computed with ωB97M-V/def2-TZVPD.

Total charge: 0
Total energy, eV: -7826.283
HOMO level, eV: -8.19

Geometry as XYZ:
```
15
C4H9NO, DFT ωB97M-V/def2-TZVPD
N -1.363 0.986 0.472
C -0.171 0.536 -0.182
C 1.025 0.753 0.368
C 2.279 0.369 -0.253
C 2.480 -1.025 -0.270
H -1.452 0.802 1.457
H -1.703 1.910 0.254
H -0.403 0.353 -1.222
H 1.024 0.853 1.460
H 3.323 -0.011 0.088
H 3.241 -1.483 -0.892
H 2.209 -1.623 0.601
H -3.076 -1.851 0.313
H -2.571 -0.427 0.056
O -3.030 -1.177 -0.376
```

For each atom in turn, the Löwdin charge in e is:
1 N -0.02
2 C -0.19
3 C -0.16
4 C -0.17
5 C -0.01
6 H 0.08
7 H 0.09
8 H 0.11
9 H 0.12
10 H 0.11
11 H 0.07
12 H 0.08
13 H 0.02
14 H -0.03
15 O -0.10



No. 4
2 unconnected molecules or ions with the total composition C4H9NO, computed with ωB97M-V/def2-TZVPD.

Total charge: 0
Total energy, eV: -7829.121
HOMO level, eV: -8.57

Geometry as XYZ:
```
15
C4H9NO, DFT ωB97M-V/def2-TZVPD
C -0.263 -2.010 -1.908
N -0.558 -1.319 -0.886
C -0.477 0.097 -1.050
C -0.289 0.922 -0.018
C -1.084 2.137 0.378
H -0.045 -1.521 -2.867
H -0.557 -3.052 -2.024
H -0.746 0.424 -2.054
H 0.194 0.426 0.825
H -1.336 2.007 1.428
H -1.912 2.332 -0.296
H -0.454 3.038 0.409
O 2.060 -0.085 2.684
H 2.807 0.526 2.601
H 2.284 -0.689 1.966
```

For each atom in turn, the Löwdin charge in e is:
1 C -0.07
2 N -0.02
3 C -0.20
4 C -0.15
5 C -0.10
6 H 0.07
7 H 0.06
8 H 0.10
9 H 0.08
10 H 0.08
11 H 0.07
12 H 0.07
13 O -0.07
14 H 0.04
15 H 0.03



No. 5
A single C4H9NO molecule, computed with ωB97M-V/def2-TZVPD.

Total charge: 0
Total energy, eV: -7830.386
HOMO level, eV: -9.74

Geometry as XYZ:
```
15
C4H9NO, DFT ωB97M-V/def2-TZVPD
C -1.656 0.714 0.313
C -0.842 -0.128 -0.637
N 0.376 0.443 -1.209
C 0.479 -0.765 -0.391
C 1.365 -0.616 0.840
O 1.535 0.726 1.218
H -2.311 0.084 0.924
H -1.013 1.302 0.971
H -2.294 1.395 -0.263
H -1.458 -0.692 -1.341
H 0.460 0.270 -2.205
H 0.625 -1.715 -0.906
H 2.335 -1.087 0.600
H 0.949 -1.161 1.696
H 1.448 1.230 0.390
```

For each atom in turn, the Löwdin charge in e is:
1 C -0.05
2 C -0.32
3 N 0.04
4 C -0.25
5 C -0.24
6 O -0.08
7 H 0.08
8 H 0.07
9 H 0.08
10 H 0.13
11 H 0.10
12 H 0.14
13 H 0.11
14 H 0.12
15 H 0.07



No. 6
A molecular structure, C4H9NO, computed with ωB97M-V/def2-TZVPD.

Total charge: 0
Total energy, eV: -7826.007
HOMO level (spin up / spin down), eV: -7.55 / -7.44

Geometry as XYZ:
```
15
C4H9NO, DFT ωB97M-V/def2-TZVPD
C 2.116 0.806 -0.022
O 0.811 0.611 0.043
C 0.244 -0.456 0.528
C -1.219 -0.605 0.371
C -2.098 0.572 0.145
N -1.866 -0.389 -0.925
H 2.388 1.752 -0.472
H 2.113 -0.898 -0.929
H 2.733 0.376 0.764
H 0.777 -1.018 1.292
H 1.517 -1.403 -0.779
H -1.621 -1.451 0.923
H -1.609 1.543 0.092
H -3.108 0.581 0.549
H -1.178 -0.023 -1.580
```

For each atom in turn, the Löwdin charge in e is:
1 C -0.10
2 O -0.16
3 C -0.17
4 C -0.29
5 C -0.14
6 N 0.03
7 H 0.07
8 H 0.06
9 H 0.07
10 H 0.12
11 H 0.08
12 H 0.13
13 H 0.11
14 H 0.10
15 H 0.09



No. 7
2 unconnected molecules or ions with the total composition C4H9NO, computed with ωB97M-V/def2-TZVPD.

Total charge: 0
Total energy, eV: -7830.000
HOMO level, eV: -9.39

Geometry as XYZ:
```
15
C4H9NO, DFT ωB97M-V/def2-TZVPD
C -0.907 -1.869 -0.870
N -0.481 -1.022 -0.051
C -1.280 -0.714 1.112
H -0.318 -2.271 -1.678
H -1.928 -2.270 -0.822
H -1.147 0.318 1.412
H -2.352 -0.882 0.937
H -0.938 -1.341 1.935
C 1.128 1.735 -0.835
C 1.570 0.975 0.386
O 1.661 1.525 1.462
H 1.935 2.336 -1.249
H 0.676 1.082 -1.582
H 0.354 2.420 -0.475
H 2.029 -0.023 0.319
```

For each atom in turn, the Löwdin charge in e is:
1 C -0.06
2 N -0.09
3 C -0.13
4 H 0.06
5 H 0.07
6 H 0.07
7 H 0.07
8 H 0.09
9 C -0.06
10 C -0.36
11 O 0.01
12 H 0.08
13 H 0.06
14 H 0.08
15 H 0.10



No. 8
A single C4H9NO molecule, computed with ωB97M-V/def2-TZVPD.

Total charge: 0
Total energy, eV: -7830.545
HOMO level, eV: -8.89

Geometry as XYZ:
```
15
C4H9NO, DFT ωB97M-V/def2-TZVPD
C 1.551 -0.203 0.425
N 0.119 0.025 0.395
C -0.612 -0.963 1.165
C -0.405 0.210 -0.947
C -0.988 1.600 -1.153
O -1.503 1.959 -2.184
H 1.853 -1.140 -0.077
H 1.893 -0.249 1.465
H 2.072 0.629 -0.059
H -0.239 -0.973 2.195
H -1.674 -0.698 1.198
H -0.524 -1.987 0.757
H -1.193 -0.520 -1.186
H 0.371 0.065 -1.711
H -0.896 2.268 -0.270
```

For each atom in turn, the Löwdin charge in e is:
1 C -0.11
2 N -0.30
3 C -0.11
4 C -0.18
5 C -0.24
6 O 0.04
7 H 0.09
8 H 0.08
9 H 0.09
10 H 0.08
11 H 0.09
12 H 0.09
13 H 0.13
14 H 0.13
15 H 0.12



No. 9
A single C4H9NO molecule, computed with ωB97M-V/def2-TZVPD.

Total charge: 0
Total energy, eV: -7828.491
HOMO level (spin up / spin down), eV: -7.22 / -7.26

Geometry as XYZ:
```
15
C4H9NO, DFT ωB97M-V/def2-TZVPD
C 1.442 -0.742 0.894
C 0.048 -0.143 0.806
O -0.217 0.376 2.111
C -0.180 0.963 -0.182
C -0.787 -0.333 -1.924
N -1.009 0.791 -1.223
H 1.491 -1.453 1.725
H 1.694 -1.258 -0.035
H 2.175 0.051 1.073
H -0.666 -0.949 0.546
H -1.092 0.783 2.075
H 0.199 1.954 0.049
H -1.588 -0.950 -2.305
H 0.245 -0.542 -2.161
H -1.756 1.454 -1.450
```

For each atom in turn, the Löwdin charge in e is:
1 C -0.06
2 C -0.47
3 O -0.06
4 C -0.10
5 C -0.03
6 N -0.11
7 H 0.08
8 H 0.07
9 H 0.08
10 H 0.13
11 H 0.09
12 H 0.11
13 H 0.05
14 H 0.06
15 H 0.15



No. 10
A single C4H9NO molecule, computed with ωB97M-V/def2-TZVPD.

Total charge: 0
Total energy, eV: -7831.750
HOMO level, eV: -9.63

Geometry as XYZ:
```
15
C4H9NO, DFT ωB97M-V/def2-TZVPD
C 0.890 -0.978 -1.159
C 0.994 -0.729 0.350
N -0.291 -0.623 1.040
C -1.225 0.369 0.776
C -0.810 1.652 0.078
O -2.339 0.283 1.249
H 1.805 -0.681 -1.670
H 0.078 -0.368 -1.548
H 0.744 -2.042 -1.374
H 1.618 -1.457 0.866
H 1.454 0.253 0.456
H -0.734 -1.531 1.112
H 0.267 1.737 -0.061
H -1.335 1.675 -0.871
H -1.114 2.442 0.755
```

For each atom in turn, the Löwdin charge in e is:
1 C -0.08
2 C -0.25
3 N 0.04
4 C -0.54
5 C 0.00
6 O 0.04
7 H 0.07
8 H 0.06
9 H 0.07
10 H 0.11
11 H 0.09
12 H 0.14
13 H 0.06
14 H 0.09
15 H 0.09



No. 11
A single C4H9NO molecule, computed with ωB97M-V/def2-TZVPD.

Total charge: 0
Total energy, eV: -7830.578
HOMO level, eV: -8.93

Geometry as XYZ:
```
15
C4H9NO, DFT ωB97M-V/def2-TZVPD
C -1.419 -0.919 0.096
N -0.327 0.018 0.268
C -0.716 1.378 -0.050
C 0.901 -0.377 -0.391
C 2.107 -0.222 0.522
O 3.248 -0.357 0.153
H -1.770 -1.004 -0.949
H -2.267 -0.606 0.716
H -1.107 -1.912 0.436
H -1.568 1.675 0.570
H 0.110 2.066 0.163
H -1.000 1.507 -1.112
H 1.100 0.180 -1.322
H 0.861 -1.435 -0.681
H 1.847 0.006 1.579
```

For each atom in turn, the Löwdin charge in e is:
1 C -0.11
2 N -0.30
3 C -0.11
4 C -0.18
5 C -0.24
6 O 0.04
7 H 0.09
8 H 0.08
9 H 0.08
10 H 0.08
11 H 0.09
12 H 0.09
13 H 0.13
14 H 0.13
15 H 0.12



No. 12
A single C4H9NO molecule, computed with ωB97M-V/def2-TZVPD.

Total charge: 0
Total energy, eV: -7830.462
HOMO level, eV: -9.37

Geometry as XYZ:
```
15
C4H9NO, DFT ωB97M-V/def2-TZVPD
C -2.312 -0.225 -0.420
C -0.810 -0.047 -0.617
N -0.360 0.813 0.472
C 0.764 0.658 1.033
C 1.904 -0.260 0.632
O 2.140 -0.283 -0.762
H -2.791 -0.731 -1.264
H -2.500 -0.805 0.490
H -2.770 0.759 -0.285
H -0.289 -1.013 -0.652
H -0.609 0.449 -1.576
H 0.955 1.293 1.905
H 1.691 -1.296 0.922
H 2.803 0.052 1.186
H 2.185 0.634 -1.062
```

For each atom in turn, the Löwdin charge in e is:
1 C -0.11
2 C -0.30
3 N 0.03
4 C -0.16
5 C -0.25
6 O -0.07
7 H 0.07
8 H 0.07
9 H 0.07
10 H 0.10
11 H 0.12
12 H 0.10
13 H 0.12
14 H 0.11
15 H 0.10



No. 13
2 unconnected molecules or ions with the total composition C4H9NO, computed with ωB97M-V/def2-TZVPD.

Total charge: 0
Total energy, eV: -7826.895
HOMO level, eV: -7.99

Geometry as XYZ:
```
15
C4H9NO, DFT ωB97M-V/def2-TZVPD
C 1.956 -0.283 -0.047
C -0.674 1.503 -0.732
N -1.035 0.774 0.488
C -0.900 -0.517 0.493
C -1.365 -1.723 0.586
O 0.815 -0.556 -0.805
H -0.815 1.245 1.360
H 1.847 0.644 0.552
H 2.846 -0.154 -0.683
H 2.178 -1.094 0.667
H -0.602 2.562 -0.498
H -1.447 1.322 -1.479
H 0.286 0.750 -1.104
H -2.392 -1.923 0.864
H -0.697 -2.550 0.338
```

For each atom in turn, the Löwdin charge in e is:
1 C -0.25
2 C -0.08
3 N -0.02
4 C -0.13
5 C 0.08
6 O -0.34
7 H 0.15
8 H 0.06
9 H 0.07
10 H 0.07
11 H 0.07
12 H 0.07
13 H 0.09
14 H 0.08
15 H 0.08



No. 14
2 unconnected molecules or ions with the total composition C4H9NO, computed with ωB97M-V/def2-TZVPD.

Total charge: 0
Total energy, eV: -7829.916
HOMO level, eV: -10.01

Geometry as XYZ:
```
15
C4H9NO, DFT ωB97M-V/def2-TZVPD
C -0.176 -0.327 -1.999
C 0.477 -0.270 -0.660
N 0.035 -1.007 0.278
C 0.926 -1.261 1.335
O 2.130 -1.213 1.232
H 0.056 0.504 -2.669
H -1.257 -0.476 -1.921
H 0.253 -1.245 -2.424
H 1.443 0.248 -0.566
H 0.424 -1.616 2.251
C -0.889 1.377 1.045
H -0.410 1.497 0.021
H -1.550 0.545 0.828
H -0.007 1.117 1.624
H -1.454 2.126 1.627
```

For each atom in turn, the Löwdin charge in e is:
1 C -0.06
2 C -0.27
3 N 0.03
4 C -0.34
5 O 0.04
6 H 0.08
7 H 0.09
8 H 0.09
9 H 0.14
10 H 0.12
11 C -0.04
12 H 0.04
13 H 0.02
14 H 0.02
15 H 0.04



No. 15
A molecular structure, C4H9NO, computed with ωB97M-V/def2-TZVPD.

Total charge: 0
Total energy, eV: -7828.155
HOMO level, eV: -7.92

Geometry as XYZ:
```
15
C4H9NO, DFT ωB97M-V/def2-TZVPD
C 1.441 -0.085 1.161
C -0.714 0.566 0.746
C -1.357 0.648 -0.628
C -0.623 -0.618 -0.760
O 2.122 0.396 0.237
N 0.483 -0.761 -1.520
H 1.116 0.056 -1.460
H 1.042 -1.579 -1.311
H 1.377 0.417 2.136
H 1.242 -1.172 1.208
H -1.330 0.109 1.513
H -0.293 1.514 1.052
H -2.443 0.594 -0.689
H -0.956 1.449 -1.242
H -1.106 -1.534 -0.441
```

For each atom in turn, the Löwdin charge in e is:
1 C -0.25
2 C -0.12
3 C -0.20
4 C -0.24
5 O -0.13
6 N 0.08
7 H 0.10
8 H 0.10
9 H 0.08
10 H 0.08
11 H 0.07
12 H 0.07
13 H 0.10
14 H 0.11
15 H 0.14



No. 16
A single C4H9NO molecule, computed with ωB97M-V/def2-TZVPD.

Total charge: 0
Total energy, eV: -7831.755
HOMO level, eV: -9.19

Geometry as XYZ:
```
15
C4H9NO, DFT ωB97M-V/def2-TZVPD
C 1.041 0.584 1.632
C 0.644 0.873 0.194
O 1.047 1.877 -0.374
N -0.194 -0.023 -0.419
C -0.600 0.210 -1.790
C -0.700 -1.238 0.185
H 1.402 -0.439 1.774
H 1.829 1.288 1.901
H 0.189 0.743 2.303
H -0.457 -0.699 -2.387
H 0.007 1.017 -2.199
H -1.659 0.495 -1.839
H -0.131 -2.122 -0.136
H -0.678 -1.184 1.274
H -1.742 -1.382 -0.119
```

For each atom in turn, the Löwdin charge in e is:
1 C -0.01
2 C -0.51
3 O 0.03
4 N -0.17
5 C -0.05
6 C -0.07
7 H 0.08
8 H 0.08
9 H 0.09
10 H 0.09
11 H 0.08
12 H 0.09
13 H 0.09
14 H 0.08
15 H 0.09